# 1
C24H48O8S | ωB97M-V/def2-TZVPD

Calculated total energy   -1943.13925 Eh
Energy relative to the best compared isomer or geometry (same formula, charge and spin)   0.000 eV

Positions of all 81 atoms, in Å:
S  0.840  -2.176  4.704
O  -1.377  -0.488  -5.398
O  0.186  4.190  0.012
O  0.529  0.694  -3.341
O  1.623  1.744  1.119
O  -3.664  -5.028  2.246
O  -1.479  -4.759  2.558
O  3.266  3.580  -0.684
O  1.115  1.584  -6.178
C  -3.504  -0.558  2.134
C  -3.040  0.001  3.492
C  1.646  -0.938  3.672
C  4.467  4.026  -0.095
C  2.045  1.010  -5.283
C  2.583  -1.525  2.599
C  -0.873  -4.190  3.742
C  -2.813  -2.964  1.468
C  -3.866  -2.062  2.156
C  0.257  -5.090  4.032
C  1.144  -5.864  4.256
C  -2.712  -4.309  2.146
C  -0.386  -2.750  3.490
C  3.138  2.177  -0.811
C  1.479  3.018  1.722
C  -1.744  0.197  -4.217
C  -1.468  -1.895  -5.335
C  1.401  0.081  -4.274
C  -0.713  1.217  -3.779
C  1.824  1.645  -0.282
C  -1.834  -4.225  4.934
C  1.207  2.982  -6.341
C  -1.003  3.898  -0.685
C  0.223  3.787  1.366
H  -2.479  -2.238  -5.581
H  -1.191  -2.274  -4.346
H  2.368  3.635  1.580
H  -1.854  -2.461  1.405
H  -4.012  -2.379  3.190
H  -3.147  -3.160  0.449
H  -3.411  1.013  3.649
H  -0.748  3.774  -1.739
H  0.085  -2.706  2.507
H  0.929  -0.772  -4.767
H  -1.927  -5.234  5.326
H  2.365  -1.067  1.633
H  1.537  3.477  -5.423
H  -1.465  2.971  -0.330
H  -1.726  4.715  -0.596
H  -1.930  -0.507  -3.399
H  -2.816  -3.827  4.679
H  4.807  3.349  0.694
H  -0.657  3.185  1.620
H  -1.951  0.052  3.565
H  3.175  1.922  -1.879
H  0.980  2.053  -0.840
H  -1.417  -3.595  5.723
H  0.214  3.355  -6.596
H  -0.581  1.992  -4.536
H  -1.128  1.704  -2.892
H  2.216  -0.316  -3.663
H  2.606  1.787  -4.753
H  -2.677  0.743  -4.408
H  -4.828  -2.213  1.670
H  -4.371  0.013  1.803
H  -3.380  -0.626  4.318
H  0.206  4.686  1.995
H  1.894  3.240  -7.154
H  2.442  -2.600  2.486
H  -2.715  -0.412  1.393
H  3.968  1.663  -0.314
H  1.829  0.569  -0.482
H  1.411  2.803  2.792
H  2.764  0.413  -5.859
H  -0.775  -2.305  -6.069
H  2.211  -0.287  4.338
H  -1.236  -2.071  3.536
H  0.894  -0.310  3.194
H  1.859  -6.570  4.602
H  4.276  5.004  0.348
H  5.260  4.133  -0.843
H  3.628  -1.330  2.831

Population analysis type Mulliken, resulting atomic charges in e: number 1, S, carries -0.145; number 2, O, carries -0.322; number 3, O, carries -0.307; number 4, O, carries -0.198; number 5, O, carries -0.279; number 6, O, carries -0.528; number 7, O, carries -0.388; number 8, O, carries -0.309; number 9, O, carries -0.328; number 10, C, carries -0.339; number 11, C, carries -1.065; number 12, C, carries 0.135; number 13, C, carries -0.830; number 14, C, carries -0.491; number 15, C, carries -0.963; number 16, C, carries 2.155; number 17, C, carries -0.226; number 18, C, carries -0.769; number 19, C, carries -1.542; number 20, C, carries -0.191; number 21, C, carries -0.020; number 22, C, carries -0.942; number 23, C, carries -0.681; number 24, C, carries -0.305; number 25, C, carries -0.710; number 26, C, carries -0.790; number 27, C, carries -0.414; number 28, C, carries 0.047; number 29, C, carries 0.219; number 30, C, carries -1.304; number 31, C, carries -0.740; number 32, C, carries -0.671; number 33, C, carries -0.578; number 34, H, carries 0.299; number 35, H, carries 0.364; number 36, H, carries 0.060; number 37, H, carries 0.326; number 38, H, carries 0.366; number 39, H, carries 0.436; number 40, H, carries 0.335; number 41, H, carries 0.155; number 42, H, carries 0.614; number 43, H, carries 0.090; number 44, H, carries 0.415; number 45, H, carries 0.071; number 46, H, carries 0.322; number 47, H, carries 0.293; number 48, H, carries 0.361; number 49, H, carries 0.361; number 50, H, carries 0.276; number 51, H, carries 0.367; number 52, H, carries 0.301; number 53, H, carries 0.101; number 54, H, carries 0.299; number 55, H, carries -0.183; number 56, H, carries 0.394; number 57, H, carries 0.244; number 58, H, carries 0.075; number 59, H, carries 0.130; number 60, H, carries 0.434; number 61, H, carries 0.298; number 62, H, carries 0.381; number 63, H, carries 0.412; number 64, H, carries 0.392; number 65, H, carries 0.359; number 66, H, carries 0.411; number 67, H, carries 0.289; number 68, H, carries 0.401; number 69, H, carries 0.242; number 70, H, carries 0.367; number 71, H, carries 0.317; number 72, H, carries 0.436; number 73, H, carries 0.388; number 74, H, carries 0.240; number 75, H, carries 0.508; number 76, H, carries -0.123; number 77, H, carries -0.220; number 78, H, carries 0.528; number 79, H, carries 0.264; number 80, H, carries 0.291; number 81, H, carries 0.324

=====

# 2
C24H49B3N2O8 | ωB97M-V/def2-TZVPD

Calculated total energy   -1729.97673 Eh
Multiplicity   3
⟨S²⟩   2.01

Positions of all 86 atoms, in Å:
O  2.684  0.462  -6.107
O  0.682  0.851  -5.115
O  -4.930  2.074  -7.687
O  2.535  0.569  7.241
O  -4.196  0.478  -6.066
O  -3.333  4.780  -7.252
O  -2.671  1.379  -7.631
O  -1.797  -0.836  -1.355
N  -0.890  -1.498  -0.724
N  2.722  -0.479  6.515
C  0.359  -2.182  6.469
C  3.428  -2.877  6.649
C  1.169  0.265  0.347
C  1.803  0.967  4.744
C  1.865  1.239  -5.642
C  -0.917  -1.162  0.728
C  2.397  -1.339  4.196
C  0.415  -0.878  5.674
C  -0.212  0.167  0.995
C  -3.133  3.833  -8.289
C  3.480  -1.456  8.644
C  1.270  -2.112  7.695
C  -0.385  0.966  -6.070
C  -2.360  -1.069  1.209
C  -2.877  4.336  -6.001
C  1.357  -2.561  -1.031
C  2.706  -1.710  7.358
C  0.420  -1.402  -1.435
C  -2.602  5.555  -5.145
C  0.196  -1.543  -2.932
C  -1.681  0.524  -5.448
C  1.836  -0.445  5.316
C  -0.268  -2.281  1.560
C  1.095  -0.062  -1.145
B  -2.893  0.793  -6.396
B  -3.600  2.377  -7.881
B  -5.145  1.346  -6.535
H  -0.297  -2.489  -3.167
H  3.512  -2.372  9.232
H  -0.064  -0.089  6.262
H  -1.793  6.105  -5.599
H  -2.371  -0.930  2.290
H  1.283  -3.078  8.205
H  -3.765  4.149  -9.111
H  -1.958  3.763  -6.078
H  3.802  -3.589  7.384
H  2.087  2.312  -5.604
H  1.318  1.672  5.415
H  -0.167  0.313  -6.907
H  -0.401  -0.735  -3.336
H  -0.481  -2.133  2.619
H  -0.669  -3.257  1.283
H  -2.338  5.268  -4.140
H  -3.478  6.185  -5.178
H  -0.168  -0.976  4.756
H  -0.128  0.312  2.074
H  4.506  -1.153  8.429
H  1.152  -1.522  -3.452
H  -2.910  -1.982  0.978
H  -2.889  -0.229  0.765
H  4.285  -2.519  6.079
H  0.545  0.736  -1.653
H  3.454  -1.131  4.024
H  -0.833  0.986  0.621
H  2.783  -3.446  5.982
H  -1.802  1.017  -4.488
H  2.285  -2.405  4.382
H  3.019  -0.687  9.260
H  1.244  0.964  3.809
H  -0.424  1.977  -6.461
H  0.797  -3.482  -0.873
H  0.850  -1.392  8.403
H  0.632  -3.029  5.833
H  -1.596  -0.529  -5.218
H  1.876  -0.399  0.853
H  2.079  -2.752  -1.824
H  -6.164  1.517  -5.953
H  -2.119  3.850  -8.673
H  0.815  -2.320  1.476
H  1.942  -2.356  -0.136
H  1.872  -1.143  3.261
H  -3.655  3.760  -5.499
H  2.098  -0.070  -1.575
H  -0.667  -2.367  6.791
H  1.560  1.275  0.478
H  2.811  1.329  4.536

Population analysis type Mulliken, resulting atomic charges in e: number 1, O, carries -0.503; number 2, O, carries -0.006; number 3, O, carries -0.526; number 4, O, carries -0.616; number 5, O, carries -0.575; number 6, O, carries -0.436; number 7, O, carries -0.278; number 8, O, carries -0.633; number 9, N, carries 0.529; number 10, N, carries 0.472; number 11, C, carries -0.480; number 12, C, carries -1.798; number 13, C, carries -0.314; number 14, C, carries -1.538; number 15, C, carries 0.016; number 16, C, carries 1.636; number 17, C, carries -1.219; number 18, C, carries -0.975; number 19, C, carries -1.136; number 20, C, carries -0.283; number 21, C, carries -1.880; number 22, C, carries -1.364; number 23, C, carries -0.426; number 24, C, carries -1.754; number 25, C, carries 0.555; number 26, C, carries -1.999; number 27, C, carries 1.779; number 28, C, carries 2.030; number 29, C, carries -1.530; number 30, C, carries -1.899; number 31, C, carries -0.528; number 32, C, carries 1.798; number 33, C, carries -1.559; number 34, C, carries -1.295; number 35, B, carries 0.177; number 36, B, carries 0.549; number 37, B, carries 0.707; number 38, H, carries 0.510; number 39, H, carries 0.441; number 40, H, carries 0.514; number 41, H, carries 0.366; number 42, H, carries 0.383; number 43, H, carries 0.378; number 44, H, carries 0.285; number 45, H, carries -0.028; number 46, H, carries 0.486; number 47, H, carries 0.405; number 48, H, carries 0.413; number 49, H, carries 0.303; number 50, H, carries 0.054; number 51, H, carries 0.390; number 52, H, carries 0.353; number 53, H, carries 0.405; number 54, H, carries 0.343; number 55, H, carries -0.080; number 56, H, carries 0.015; number 57, H, carries 0.443; number 58, H, carries 0.453; number 59, H, carries 0.427; number 60, H, carries 0.417; number 61, H, carries 0.338; number 62, H, carries 0.283; number 63, H, carries 0.473; number 64, H, carries 0.541; number 65, H, carries 0.299; number 66, H, carries 0.298; number 67, H, carries 0.160; number 68, H, carries 0.377; number 69, H, carries 0.221; number 70, H, carries 0.350; number 71, H, carries 0.349; number 72, H, carries 0.398; number 73, H, carries 0.244; number 74, H, carries 0.345; number 75, H, carries 0.118; number 76, H, carries 0.504; number 77, H, carries -0.137; number 78, H, carries 0.210; number 79, H, carries 0.166; number 80, H, carries 0.335; number 81, H, carries -0.205; number 82, H, carries 0.052; number 83, H, carries 0.468; number 84, H, carries 0.464; number 85, H, carries 0.531; number 86, H, carries 0.442